[1]
{"formula": "C17H33KN4O7P2", "method": "wB97M-V/def2-TZVPD", "gap_ha": 0.329, "e_homo_ev": -8.79, "relative_energy_kj_mol": 78.7, "lumo_energy_ev": 0.175, "elements": ["K", "C", "C", "C", "C", "C", "C", "C", "C", "C", "H", "H", "H", "H", "H", "H", "H", "H", "H", "H", "H", "H", "C", "C", "O", "P", "O", "O", "O", "P", "O", "O", "O", "H", "H", "H", "H", "H", "H", "H", "N", "C", "C", "C", "N", "H", "H", "H", "H", "H", "H", "H", "H", "H", "H", "N", "C", "C", "N", "C", "H", "H", "H", "H"], "coordinates": [[-0.281057, -0.383847, 0.512910], [1.110045, 2.253626, 3.593265], [1.620499, 1.006924, 2.918665], [2.629392, 1.068055, 1.962683], [3.118247, -0.082988, 1.343983], [4.159905, -0.000336, 0.258666], [2.582292, -1.313976, 1.702646], [1.556612, -1.407925, 2.640398], [0.930783, -2.748790, 2.940684], [1.086581, -0.240410, 3.240124], [1.655521, 2.460511, 4.516867], [0.052960, 2.156137, 3.848212], [1.218287, 3.129040, 2.949014], [3.041322, 2.036085, 1.686972], [4.915071, -0.780735, 0.363122], [4.675261, 0.963021, 0.272358], [3.712974, -0.130362, -0.731837], [2.924705, -2.212734, 1.201649], [1.630082, -3.411654, 3.454847], [0.624765, -3.250767, 2.017930], [0.049091, -2.643676, 3.575764], [0.270787, -0.301414, 3.954556], [-1.321065, -2.722655, -4.010371], [-1.052587, -2.760556, -2.510317], [-1.129761, -4.145690, -2.106219], [0.640112, -2.219554, -2.095919], [1.019012, -0.936482, -2.938086], [1.586907, -3.262104, -2.846373], [0.823311, -2.116780, -0.630434], [-2.212049, -1.649996, -1.596501], [-2.188828, -2.372039, -0.102950], [-3.609704, -1.680564, -2.076210], [-1.396936, -0.384482, -1.498264], [-0.534423, -3.242636, -4.558977], [-1.382270, -1.705341, -4.395472], [-2.274933, -3.213592, -4.198725], [-1.259216, -4.153872, -1.146868], [0.573998, -0.137218, -2.595644], [1.211366, -4.155181, -2.770631], [-3.108013, -2.653933, 0.028338], [-2.569305, 0.062472, 2.324686], [-3.623337, 0.581122, 1.424371], [-3.414092, 2.051323, 1.063315], [-2.234532, 2.378188, 0.152133], [-0.941442, 2.264396, 0.861458], [-2.754599, -0.907585, 2.558055], [-2.594016, 0.574224, 3.199335], [-4.625317, 0.463658, 1.847382], [-3.618334, -0.015986, 0.508355], [-3.352287, 2.649310, 1.984581], [-4.328680, 2.387369, 0.565284], [-2.382763, 3.374021, -0.278203], [-2.226913, 1.667701, -0.678573], [-0.849051, 3.020973, 1.529259], [-0.172458, 2.357685, 0.200356], [2.150239, 3.166854, -2.835728], [0.903181, 3.112407, -3.418932], [0.160013, 2.326902, -2.597097], [0.935512, 1.867551, -1.538230], [2.122516, 2.396346, -1.724601], [2.955127, 3.656478, -3.183272], [0.674090, 3.628043, -4.335882], [-0.875471, 2.036306, -2.698821], [2.992875, 2.249131, -1.103083]], "atomic_forces_ev_per_a": [[0.29, 1.02, 1.96], [-0.05, 0.05, -0.03], [-0.06, -0.07, 0.02], [0.02, -0.02, -0.05], [-0.05, 0.02, -0.04], [0.09, 0.04, -0.04], [-0.06, 0.02, 0.05], [0.04, -0.03, 0.12], [-0.04, 0.02, 0.01], [0.14, -0.07, 0.04], [0.02, -0.05, -0.01], [0.05, -0.03, -0.02], [0.03, -0.06, 0.01], [-0.02, -0.04, 0.02], [-0.03, 0.00, 0.06], [-0.02, -0.03, 0.03], [-0.07, -0.01, 0.07], [-0.01, 0.04, 0.01], [0.02, 0.04, -0.02], [0.05, 0.08, 0.01], [0.05, 0.03, -0.01], [0.03, 0.01, -0.01], [-0.06, -0.01, -0.01], [-0.11, -0.32, -0.23], [0.11, 0.15, 0.03], [-0.17, 0.04, -0.07], [0.06, 0.21, -0.01], [-0.12, -0.28, 0.08], [0.72, -0.94, -0.72], [0.12, 0.16, -0.35], [-0.28, 0.03, -0.14], [0.09, -0.05, 0.01], [-0.98, -0.10, -1.14], [0.00, -0.04, 0.02], [0.03, 0.05, 0.13], [-0.01, 0.01, 0.02], [0.00, 0.05, -0.05], [0.02, -0.22, 0.08], [0.10, 0.15, 0.03], [0.19, -0.02, 0.09], [-0.23, -0.05, -0.17], [0.31, -0.07, -0.01], [-0.16, 0.06, 0.11], [0.25, -0.22, 0.22], [-0.22, 0.32, -0.17], [-0.09, 0.02, -0.03], [0.06, 0.05, 0.00], [-0.07, 0.06, 0.11], [0.10, 0.03, -0.01], [0.06, -0.05, -0.04], [0.03, -0.01, -0.03], [-0.04, 0.08, 0.00], [0.04, 0.00, 0.05], [-0.04, -0.01, 0.04], [-0.14, 0.05, 0.03], [0.04, -0.07, -0.12], [0.19, 0.15, 0.12], [-0.02, -0.28, 0.22], [0.00, 0.17, -0.33], [-0.17, -0.02, -0.04], [-0.01, 0.01, -0.06], [-0.01, -0.01, 0.07], [0.10, -0.03, 0.04], [-0.09, -0.01, 0.01]]}

=====

[2]
{"formula": "C17H33N2O2", "method": "wB97M-V/def2-TZVPD", "smiles": "CCOCCC[NH2+]CC(=O)N[C@@]1(C)[C@H]2CC[C@H](C2)C1(C)C", "gap_ha": 0.379, "e_homo_ev": -12.80, "total_charge": 1, "relative_energy_kj_mol": 0.0, "lumo_energy_ev": -2.484, "elements": ["C", "H", "C", "H", "H", "O", "C", "C", "C", "N", "C", "H", "H", "C", "O", "N", "H", "C", "C", "H", "H", "H", "C", "H", "C", "H", "H", "C", "H", "C", "H", "H", "C", "H", "H", "C", "C", "H", "H", "H", "C", "H", "H", "H", "H", "H", "H", "H", "H", "H", "H", "H", "H", "H"], "coordinates": [[2.424006, 3.501800, -1.120416], [1.974345, 4.428086, -1.462616], [2.665559, 2.586095, -2.306116], [3.304777, 3.072251, -3.053572], [1.713969, 2.314237, -2.780286], [3.308555, 1.406048, -1.836997], [3.529091, 0.435168, -2.842438], [4.230484, -0.765831, -2.209765], [3.359864, -1.440818, -1.155376], [3.076766, -0.494397, -0.054659], [2.092661, -0.937171, 0.938371], [1.936929, -2.015387, 0.887257], [2.406156, -0.670341, 1.948523], [0.785478, -0.166257, 0.583429], [0.877876, 0.679204, -0.290769], [-0.286697, -0.516138, 1.268034], [-0.197424, -1.191788, 2.011398], [-1.602371, 0.128046, 1.147770], [-1.433512, 1.522835, 1.760149], [-1.137066, 1.457470, 2.803849], [-0.657362, 2.053213, 1.212583], [-2.343536, 2.105476, 1.692432], [-2.055457, 0.238403, -0.326560], [-1.554311, 1.043052, -0.858824], [-3.568837, 0.362213, -0.167587], [-3.885238, 1.237128, 0.391479], [-4.087867, 0.349701, -1.122880], [-3.704693, -0.956608, 0.591904], [-4.708803, -1.224412, 0.912867], [-3.122724, -1.923230, -0.443952], [-2.831952, -2.884765, -0.030160], [-3.870187, -2.116201, -1.212882], [-1.937255, -1.125730, -1.021938], [-2.032048, -0.999652, -2.099573], [-0.979994, -1.611180, -0.831864], [-2.738826, -0.756572, 1.788984], [-2.249809, -2.087425, 2.372534], [-1.631020, -2.659401, 1.686140], [-3.116959, -2.697663, 2.613755], [-1.703881, -1.924616, 3.301981], [-3.490765, -0.049017, 2.922700], [-3.988323, 0.854229, 2.587437], [-2.825730, 0.205115, 3.743664], [-4.254276, -0.719071, 3.310558], [2.616463, 0.379965, -0.534421], [3.956173, -0.179300, 0.356984], [3.858581, -2.328065, -0.756934], [2.405414, -1.736131, -1.596717], [4.466908, -1.487764, -2.989995], [5.168317, -0.433185, -1.761810], [4.156051, 0.854868, -3.639311], [2.570085, 0.132498, -3.287861], [1.749928, 3.022046, -0.416368], [3.362488, 3.728968, -0.622135]], "atomic_forces_ev_per_a": [[0.08, -0.30, -0.27], [-0.05, 0.14, 0.00], [-0.20, 0.34, 0.06], [-0.04, -0.09, 0.03], [0.09, 0.00, -0.01], [0.18, -0.09, 0.05], [0.21, -0.11, -0.23], [-0.40, 0.37, 0.02], [0.37, -0.41, -0.57], [-0.23, 0.83, -0.22], [-0.57, 0.03, 0.25], [0.10, 0.05, -0.01], [0.08, -0.02, -0.10], [0.71, -0.62, 0.39], [-0.28, 0.32, -0.34], [-0.21, -0.17, 0.22], [0.20, -0.05, -0.10], [0.02, 0.58, -0.21], [-0.04, -0.12, -0.09], [-0.01, 0.03, 0.12], [0.05, 0.05, -0.03], [-0.12, 0.09, 0.03], [0.19, 0.10, -0.21], [-0.01, 0.02, 0.03], [0.01, 0.01, 0.13], [-0.05, 0.10, 0.04], [-0.05, 0.02, -0.08], [-0.11, -0.13, -0.03], [-0.06, -0.01, 0.08], [-0.12, -0.12, 0.07], [-0.02, -0.08, 0.00], [-0.02, -0.05, 0.00], [0.12, 0.08, -0.10], [0.04, -0.01, -0.03], [0.04, -0.02, -0.06], [-0.20, -0.25, 0.23], [-0.12, 0.18, -0.18], [0.06, -0.11, -0.04], [-0.03, -0.10, 0.07], [0.09, -0.04, 0.14], [0.10, -0.05, -0.18], [-0.07, 0.14, 0.00], [0.05, 0.06, 0.12], [-0.08, -0.06, 0.05], [0.51, -0.61, 0.50], [-0.17, -0.04, 0.03], [-0.15, 0.09, 0.09], [-0.03, 0.03, 0.15], [0.03, -0.06, 0.04], [0.11, -0.04, -0.02], [-0.08, -0.03, 0.05], [0.05, 0.01, 0.01], [-0.07, 0.01, 0.08], [0.09, 0.08, 0.04]]}

=====

[3]
{"formula": "C17H33N3ORuSSi", "method": "wB97M-V/def2-TZVPD", "gap_ha": [0.240, 0.241], "e_homo_ev": [-15.15, -15.16], "total_charge": 2, "lumo_energy_ev": [-8.625, -8.603], "elements": ["Ru", "C", "Si", "C", "C", "C", "C", "C", "C", "N", "C", "S", "H", "H", "H", "H", "H", "H", "H", "H", "H", "H", "H", "H", "C", "C", "N", "C", "C", "C", "C", "N", "H", "H", "H", "H", "H", "H", "H", "H", "H", "H", "H", "H", "H", "H", "C", "C", "C", "O", "H", "H", "H", "H", "H", "H", "H"], "coordinates": [[0.122097, 0.132729, 0.081526], [-1.602390, 4.989721, 4.236811], [-0.044536, 4.572295, 3.333959], [0.007360, 5.384757, 1.663114], [1.479226, 4.965028, 4.308101], [-0.061868, 2.652924, 3.179015], [-0.091985, 1.878590, 4.343392], [-0.143049, 0.479368, 4.318995], [-0.152496, -0.166735, 3.106732], [-0.109002, 0.574960, 1.986220], [-0.065465, 1.900974, 2.018573], [0.033107, 2.366416, 0.312705], [-1.672810, 6.071189, 4.376342], [-1.652823, 4.521786, 5.222133], [-2.478890, 4.672637, 3.666256], [0.021500, 6.467511, 1.811833], [-0.868576, 5.156301, 1.049948], [0.904438, 5.127310, 1.093622], [1.554681, 6.044762, 4.458681], [2.376766, 4.646065, 3.771748], [1.486774, 4.492016, 5.292213], [-0.069756, 2.377118, 5.306278], [-0.179681, -0.098264, 5.231633], [-0.208514, -1.241546, 3.005860], [4.695489, -0.303749, -3.348246], [4.176528, 0.807243, -2.452831], [3.035709, 0.360047, -1.610107], [1.749692, 0.282977, -2.317062], [1.122244, -1.109973, -2.298125], [3.144234, 0.115826, -0.324609], [4.478914, 0.045487, 0.351247], [2.058174, -0.073064, 0.454664], [5.546306, 0.063970, -3.920545], [3.940594, -0.637588, -4.062089], [5.024200, -1.163218, -2.762455], [3.808224, 1.647373, -3.041294], [4.959555, 1.196930, -1.812502], [1.940686, 0.543205, -3.355014], [1.091235, 1.073632, -1.937270], [1.876990, -1.858174, -2.537736], [0.328923, -1.176428, -3.040074], [0.709496, -1.436193, -1.334180], [5.310083, -0.076605, -0.332809], [4.477839, -0.802217, 1.036435], [4.635255, 0.951680, 0.940456], [2.332507, -0.288812, 1.405575], [-3.358148, 1.180900, -1.290378], [-2.452904, -0.030161, -1.423244], [-3.201362, -1.333500, -1.603467], [-1.641349, -0.111590, -0.224794], [-3.836357, 1.361192, -2.252542], [-2.792618, 2.068463, -1.007912], [-4.127329, 1.001486, -0.539423], [-1.795643, 0.127599, -2.288104], [-4.009027, -1.419374, -0.876620], [-2.534738, -2.187701, -1.479324], [-3.625313, -1.367175, -2.606608]], "atomic_forces_ev_per_a": [[0.31, 2.01, -0.42], [-0.19, 0.00, 0.01], [0.01, 0.04, 0.08], [0.00, -0.18, -0.21], [0.20, 0.00, 0.01], [0.00, 0.02, -0.09], [0.00, -0.30, 0.04], [-0.01, 0.36, 0.16], [-0.08, 0.11, -0.27], [-0.09, -0.83, 0.50], [-0.07, 0.57, 0.34], [0.17, -0.38, -0.28], [0.00, -0.03, 0.03], [0.00, 0.04, -0.01], [-0.01, 0.03, 0.05], [0.00, -0.02, 0.00], [0.00, 0.04, 0.03], [0.00, 0.05, 0.02], [0.00, -0.03, 0.03], [0.00, 0.03, 0.05], [0.00, 0.03, -0.01], [-0.04, -0.03, 0.00], [0.00, 0.02, 0.01], [0.02, 0.00, -0.05], [-0.01, -0.01, 0.00], [0.03, -0.15, -0.01], [-0.05, 0.26, -0.07], [0.06, -0.17, 0.07], [0.02, -0.04, -0.17], [-0.12, -0.18, 0.19], [0.01, 0.03, 0.04], [0.21, -0.46, -0.30], [-0.02, -0.01, -0.01], [0.01, -0.01, 0.02], [0.01, 0.01, -0.01], [-0.03, 0.01, 0.01], [-0.02, 0.04, 0.04], [0.05, 0.05, 0.00], [-0.07, 0.06, -0.05], [-0.01, -0.01, -0.03], [-0.05, 0.02, 0.04], [-0.03, -0.23, -0.10], [-0.01, -0.03, -0.01], [-0.01, 0.02, 0.02], [0.02, 0.01, -0.02], [0.05, 0.03, 0.03], [0.04, -0.04, 0.26], [0.27, -0.09, -0.36], [0.02, -0.04, 0.17], [-0.76, -0.66, 0.29], [-0.03, 0.02, 0.01], [-0.01, 0.05, -0.07], [0.01, 0.01, -0.01], [0.21, 0.00, 0.07], [0.02, -0.01, -0.01], [0.00, 0.00, -0.08], [-0.04, -0.01, 0.02]]}

=====

Number 1: molar mass 506.52 Da. Number 2: molar mass 297.46 Da. Number 3: molar mass 456.69 Da.